{"formula": "C2H2BrNO2", "method": "wB97M-V/def2-TZVPD", "elements": ["C", "C", "N", "O", "O", "Br", "H", "H"], "positions_angstrom": [[1.24, 0.05, 0.42], [-1.33, -0.63, -0.83], [2.27, -0.47, 0.15], [0.20, 0.58, 0.58], [-0.46, -1.29, -1.09], [-2.90, 1.96, 0.58], [-1.85, 0.95, 0.20], [2.83, -1.15, 0.00]], "homo_ev": [-4.407, -10.966], "lumo_ha": [0.02879, -0.17167], "homo_lumo_gap_ev": [5.191, 6.295], "total_energy_ev": -77726.8008, "de_lowest_kcal_mol": 3.34, "s2": 2.01, "multiplicity": 3}